# 1
Entry from OMol25: a cluster of 2 separate species, C4H14N2O in total in a non-equilibrium geometry (wB97M-V/def2-TZVPD).

```
21
Properties=species:S:1:pos:R:3:lowdin_charge:R:1
C -2.450 -0.414 -0.791 -0.12
C -1.801 0.305 0.356 -0.27
C -0.524 0.997 -0.078 -0.28
N 0.555 0.085 -0.082 -0.08
C 1.760 0.317 -0.833 -0.30
N 2.801 1.078 -0.117 0.01
H -1.800 -1.006 -1.441 0.07
H -3.390 -0.936 -0.607 0.07
H -2.749 0.372 -1.511 0.07
H -1.427 -0.346 1.162 0.09
H -2.476 0.932 0.939 0.11
H -0.706 1.349 -1.094 0.11
H -0.335 1.849 0.592 0.11
H 0.744 -0.489 0.725 0.07
H 1.434 0.848 -1.728 0.11
H 2.173 -0.644 -1.129 0.10
H 2.864 2.020 -0.461 0.05
H 3.660 0.565 -0.103 0.04
H 0.710 -2.462 1.328 0.05
H 0.712 -2.398 2.817 0.05
O 0.243 -2.022 2.056 -0.06
```

Calculated values
Lowest unoccupied orbital energy in eV: 0.690
Gap between HOMO and LUMO in eV: 8.7
Electronic energy in Eh: -345.518614
SMILES: CCCNCN.O



# 2
Entry from OMol25: a cluster of 2 separate species, C4H14N2O in total (wB97M-V/def2-TZVPD).

```
21
Properties=species:S:1:pos:R:3:lowdin_charge:R:1
C 2.016 1.113 -0.076 -0.24
C 1.199 1.473 1.082 -0.21
N 1.751 -0.489 -0.537 0.09
H 2.043 -0.700 -1.490 0.11
H 2.248 -1.100 0.106 0.11
H 3.105 1.119 0.030 0.08
H 1.744 1.647 -0.985 0.09
H -0.068 0.487 0.838 0.07
H 1.714 1.398 2.040 0.02
H 0.707 2.437 0.975 0.03
C -1.987 -0.317 -1.666 -0.13
C -1.487 -1.097 1.335 -0.11
N -0.755 -0.341 0.334 -0.22
O -1.685 0.401 -0.485 -0.21
H 0.673 -0.654 -0.366 0.08
H -1.094 -0.477 -2.283 0.07
H -2.700 0.295 -2.221 0.08
H -2.445 -1.291 -1.452 0.07
H -2.166 -0.459 1.911 0.08
H -0.751 -1.529 2.018 0.08
H -2.063 -1.917 0.893 0.07
```

Calculated values
Lowest unoccupied orbital energy in eV: 0.692
Gap between HOMO and LUMO in eV: 7.2
Electronic energy in Eh: -345.365097



# 3
Entry from OMol25: a cluster of 2 separate species, C4H14N2O in total in a non-equilibrium geometry (wB97M-V/def2-TZVPD).

```
21
Properties=species:S:1:pos:R:3:lowdin_charge:R:1
C 0.316 -0.147 1.708 -0.08
C 0.266 -0.940 0.374 -0.46
C -1.014 -1.819 0.306 -0.07
N 0.471 -0.173 -0.859 -0.05
C 1.635 0.653 -0.987 -0.30
N 1.468 2.157 -0.794 -0.01
H -0.048 -0.788 2.549 0.09
H -0.481 0.586 1.741 0.06
H 1.247 0.355 1.862 0.05
H 1.093 -1.670 0.645 0.13
H -1.781 -1.461 0.914 0.03
H -0.605 -2.926 0.774 0.15
H -1.245 -1.918 -0.778 0.08
H -0.317 0.301 -1.117 0.02
H 2.037 0.539 -2.037 0.11
H 2.351 0.204 -0.246 0.12
H 0.559 2.509 -1.467 0.16
H 1.268 2.264 0.158 0.00
H -1.781 1.106 -0.602 0.00
H -2.785 0.131 -1.147 0.00
O -2.653 1.037 -0.997 -0.02
```

Calculated values
Lowest unoccupied orbital energy in eV: 0.808
Gap between HOMO and LUMO in eV: 9.7
Electronic energy in Eh: -345.471116
SMILES: CC(C)NCN.O



# 4
Entry from OMol25: a cluster of 2 separate species, C4H14N2O in total in a non-equilibrium geometry (wB97M-V/def2-TZVPD).

```
21
Properties=species:S:1:pos:R:3:lowdin_charge:R:1
C 2.027 0.506 0.089 -0.13
N 0.651 0.928 -0.142 -0.15
C -0.106 -0.060 -0.976 -0.22
C -0.337 -1.378 -0.284 -0.19
C -1.276 -1.327 0.999 -0.24
N -2.554 -2.048 0.761 -0.02
H 2.197 -0.503 0.454 0.06
H 2.628 0.544 -0.836 0.09
H 2.530 1.275 0.701 0.09
H 0.188 1.137 0.734 0.10
H 0.584 -0.262 -1.803 0.11
H -0.976 0.457 -1.380 0.12
H 0.627 -1.701 0.129 0.09
H -0.719 -2.149 -0.954 0.10
H -1.519 -0.272 1.078 0.09
H -0.739 -1.820 1.812 0.10
H -3.334 -1.415 0.650 0.05
H -2.448 -2.482 -0.146 0.04
H 0.339 4.107 -0.301 0.03
H 1.020 2.760 -0.219 -0.03
O 1.214 3.703 -0.367 -0.09
```

Calculated values
Lowest unoccupied orbital energy in eV: 0.851
Gap between HOMO and LUMO in eV: 10.3
Electronic energy in Eh: -345.513769
SMILES: CNCCCN.O



# 5
Entry from OMol25: a cluster of 2 separate species, C4H14N2O in total in a non-equilibrium geometry (wB97M-V/def2-TZVPD).

```
21
Properties=species:S:1:pos:R:3:lowdin_charge:R:1
C 2.245 -1.416 -0.408 -0.09
C 0.868 -0.809 -0.241 -0.48
C 0.959 0.687 -0.024 -0.19
C -0.362 1.433 -0.110 -0.28
N -0.777 1.805 -1.459 0.00
N 0.213 -1.496 0.890 0.03
H 2.621 -1.008 -1.360 0.08
H 2.976 -1.046 0.309 0.08
H 2.311 -2.499 -0.435 0.07
H 0.290 -1.040 -1.147 0.13
H 1.684 1.069 -0.754 0.11
H 1.484 0.933 0.907 0.12
H -1.194 0.840 0.278 0.09
H -0.366 2.319 0.527 0.11
H -1.132 1.035 -1.994 0.05
H -0.068 2.310 -1.969 0.06
H -0.597 -1.054 1.296 0.04
H 0.084 -2.492 0.725 0.07
H -4.403 0.347 2.052 0.04
H -3.247 -0.407 1.375 0.03
O -3.592 0.488 1.542 -0.07
```

Calculated values
Lowest unoccupied orbital energy in eV: 0.690
Gap between HOMO and LUMO in eV: 9.6
Electronic energy in Eh: -345.534184
SMILES: C[C@@H](N)CCN.O



# 6
Entry from OMol25: a cluster of 2 separate species, C4H14N2O in total in a non-equilibrium geometry (wB97M-V/def2-TZVPD).

```
21
Properties=species:S:1:pos:R:3:lowdin_charge:R:1
C 2.061 -1.764 -0.523 -0.04
C 0.677 -0.854 -0.480 -0.32
C 0.866 0.276 0.579 -0.20
C -0.134 1.476 0.455 -0.27
N 0.120 2.439 -0.612 0.00
N -0.572 -1.491 0.220 0.03
H 2.931 -1.260 -0.682 0.02
H 1.999 -2.332 0.442 0.07
H 1.896 -2.645 -1.244 0.09
H 0.531 -0.384 -1.380 0.08
H 1.835 0.788 0.420 0.11
H 0.883 -0.240 1.522 0.10
H -1.227 1.189 0.375 0.08
H -0.031 2.005 1.417 0.11
H -0.358 3.289 -0.422 0.05
H -0.100 2.127 -1.485 0.01
H -0.240 -2.330 0.648 0.04
H -1.234 -1.898 -0.417 0.05
H -3.318 1.162 -0.122 0.05
H -3.022 -0.176 0.619 0.01
O -3.563 0.625 0.671 -0.09
```

Calculated values
Lowest unoccupied orbital energy in eV: 0.815
Gap between HOMO and LUMO in eV: 9.8
Electronic energy in Eh: -345.490079
SMILES: C[C@@H](N)CCN.O



# 7
Entry from OMol25: a cluster of 2 separate species, C4H14N2O in total in a non-equilibrium geometry (wB97M-V/def2-TZVPD).

```
21
Properties=species:S:1:pos:R:3:lowdin_charge:R:1
C 1.355 0.463 0.698 -0.22
C 0.637 0.707 -0.710 -0.16
C -0.463 -0.299 -0.857 -0.24
C -1.076 -2.562 -1.568 0.01
N -0.148 -1.688 -0.921 0.10
N 0.306 0.093 1.729 -0.01
H 2.058 -0.299 0.530 0.07
H 1.985 1.237 1.112 0.12
H 1.462 0.507 -1.627 0.18
H 0.311 1.743 -0.890 0.11
H -1.241 -0.237 -0.133 0.13
H -1.030 0.026 -1.951 0.23
H -1.712 -1.787 -1.975 0.09
H -1.871 -2.809 -0.865 0.13
H -0.599 -3.265 -2.323 0.16
H 0.869 -1.705 -1.035 0.17
H 0.811 0.147 2.596 0.08
H -0.086 -0.865 1.642 0.08
H -0.814 2.022 1.517 0.02
H -0.601 3.393 2.137 0.08
O -0.421 2.900 1.279 -0.11
```

Calculated values
Lowest unoccupied orbital energy (spin up / spin down) in eV: -3.095 / -7.892
Spin multiplicity: 2
Gap between HOMO and LUMO (spin up / spin down) in eV: 10.5 / 5.7
Electronic energy in Eh: -345.161581
Net charge: +1



# 8
Entry from OMol25: a cluster of 2 separate species, C4H14N2O in total in a non-equilibrium geometry (wB97M-V/def2-TZVPD).

```
21
Properties=species:S:1:pos:R:3:lowdin_charge:R:1
C 1.356 -1.247 1.219 -0.24
N 0.069 -1.819 0.739 0.08
C 1.810 0.111 0.742 -0.18
C 0.860 1.258 1.161 -0.16
C -0.377 1.337 0.284 -0.20
N -0.233 1.793 -1.103 0.25
H 1.321 -1.293 2.305 0.12
H 2.111 -1.995 0.921 0.13
H 0.139 -2.761 0.384 0.09
H -0.179 -1.311 -0.104 0.05
H 2.722 0.229 1.338 0.13
H 2.134 0.170 -0.296 0.12
H 0.544 1.178 2.202 0.13
H 1.414 2.202 1.159 0.12
H -1.010 2.133 0.707 0.15
H -0.970 0.410 0.245 0.13
H 0.667 2.142 -1.389 0.13
H -0.986 2.474 -1.223 0.14
H -3.091 -1.758 -1.735 0.02
H -3.186 -0.434 -2.373 0.01
O -2.744 -1.261 -2.457 -0.03
```

Calculated values
Lowest unoccupied orbital energy (spin up / spin down) in eV: -3.155 / -8.902
Spin multiplicity: 2
Gap between HOMO and LUMO (spin up / spin down) in eV: 11.1 / 4.1
Electronic energy in Eh: -345.187964
Net charge: +1



# 9
Entry from OMol25: a cluster of 2 separate species, C4H14N2O in total in a non-equilibrium geometry (wB97M-V/def2-TZVPD).

```
21
Properties=species:S:1:pos:R:3:lowdin_charge:R:1
C 2.097 0.164 0.457 -0.17
C 1.613 -0.574 -0.817 -0.13
C 0.151 -1.019 -0.899 -0.01
C -1.614 0.778 -0.949 0.31
N -0.778 0.089 -0.149 -0.04
N 1.236 1.305 0.814 0.09
H 2.134 -0.532 1.297 0.14
H 3.136 0.426 0.239 0.14
H 1.693 0.151 -1.645 0.13
H 2.307 -1.299 -1.254 0.15
H -0.222 -0.882 -1.912 0.12
H -0.293 -1.897 -0.460 0.13
H -1.420 0.749 -2.026 0.15
H -2.383 1.403 -0.488 0.16
H -1.637 -0.393 0.440 0.14
H 1.567 2.142 0.366 0.14
H 1.324 1.449 1.807 0.14
H -0.045 0.821 0.413 0.14
H -3.243 -0.276 1.929 0.11
H -2.984 -1.758 1.391 0.13
O -2.639 -0.848 1.448 0.03
```

Calculated values
Lowest unoccupied orbital energy in eV: -11.245
Gap between HOMO and LUMO in eV: 8.4
Electronic energy in Eh: -344.792676
Net charge: +2



# 10
Entry from OMol25: a cluster of 2 separate species, C4H14N2O in total in a non-equilibrium geometry (wB97M-V/def2-TZVPD).

```
21
Properties=species:S:1:pos:R:3:lowdin_charge:R:1
C 0.990 -0.448 0.971 -0.10
C -0.495 -0.038 1.116 -0.14
C -1.062 0.775 -0.037 -0.30
C -1.389 2.046 0.125 0.16
N -1.275 -0.050 -1.255 0.24
N 1.417 -1.510 2.019 0.22
H 1.347 -0.663 -0.043 0.11
H 1.555 0.454 1.204 0.14
H -1.145 -0.893 1.359 0.13
H -0.700 0.599 2.011 0.15
H -1.717 2.572 -0.765 0.10
H -1.511 2.608 1.050 0.11
H -0.308 -0.279 -1.587 0.10
H -1.704 0.485 -2.010 0.18
H -1.902 -0.830 -1.031 0.19
H 2.233 -2.075 1.762 0.19
H 1.554 -0.915 2.870 0.20
H 0.574 -2.059 2.179 0.16
H 1.526 0.626 -2.682 0.10
H 1.331 -0.701 -3.276 0.11
O 1.209 -0.253 -2.417 -0.04
```

Calculated values
Lowest unoccupied orbital energy in eV: -6.773
Gap between HOMO and LUMO in eV: 11.6
Electronic energy in Eh: -344.914271
Net charge: +2



- Among the records above, which one has the highest electronic energy?
  number 9